[1]
{
  "formula": "C12H22O6",
  "method": "ωB97M-V/def2-TZVPD",
  "homo_lumo_gap_ev": 10.6,
  "smiles": "C=CCOC(=O)OCCC(C)C.COC(=O)OC",
  "homo_ev": -10.00,
  "species": ["C", "C", "C", "O", "C", "O", "O", "C", "C", "C", "C", "C", "H", "H", "H", "H", "H", "H", "H", "H", "H", "H", "H", "H", "H", "H", "H", "H", "C", "O", "C", "O", "O", "C", "H", "H", "H", "H", "H", "H"],
  "coordinates": [[6.1360, -0.8756, 0.9144], [5.8203, 0.3734, 1.2218], [4.4793, 0.9427, 0.9001], [3.6550, 1.0889, 2.0789], [2.5445, 1.8342, 1.8817], [2.5543, 3.0061, 1.6446], [1.4294, 1.0853, 1.9711], [0.4895, 1.4687, 2.9899], [-0.9056, 1.6570, 2.4139], [-1.3080, 0.6125, 1.3773], [-1.3117, -0.7990, 1.9558], [-2.6942, 0.9690, 0.8172], [7.1510, -1.1823, 0.7045], [5.3537, -1.6221, 0.8257], [6.5605, 1.0097, 1.6949], [3.9687, 0.2788, 0.2013], [4.6255, 1.9234, 0.4434], [0.4945, 0.7192, 3.7821], [0.8171, 2.4049, 3.4439], [-0.9725, 2.6504, 1.9653], [-1.6200, 1.6103, 3.2413], [-0.6216, 0.6284, 0.5289], [-2.0205, -0.8927, 2.7819], [-0.3223, -1.1020, 2.3013], [-1.6089, -1.5196, 1.1922], [-2.5859, 1.7461, 0.0600], [-3.1723, 0.1074, 0.3537], [-3.3382, 1.3676, 1.6033], [-0.5178, -1.3156, -3.4854], [-1.5768, -2.0232, -4.1384], [-2.7982, -1.6294, -3.7803], [-3.0522, -0.7619, -2.9856], [-3.6879, -2.3594, -4.4506], [-5.0515, -2.0376, -4.1586], [0.4034, -1.7402, -3.8724], [-0.5659, -0.2537, -3.7183], [-0.5698, -1.4578, -2.4074], [-5.2644, -1.0023, -4.4176], [-5.2670, -2.2045, -3.1050], [-5.6499, -2.7050, -4.7710]],
  "atomic_forces_ev_per_a": [[-0.13, -0.19, -0.22], [0.09, 0.05, 0.30], [0.06, -0.01, 0.58], [-0.21, -0.27, -0.32], [-0.05, 0.12, -0.07], [0.01, 0.07, 0.05], [0.39, -0.28, 0.55], [-0.46, 0.57, 0.17], [0.33, -0.10, -0.28], [-0.59, -0.27, -0.07], [0.12, -0.10, -0.08], [0.32, 0.20, 0.02], [0.17, -0.23, 0.87], [-0.02, 0.09, -0.83], [0.12, 0.37, -0.61], [-0.09, 0.03, -0.01], [-0.10, 0.01, -0.05], [0.14, -0.27, -0.22], [0.07, 0.03, -0.06], [-0.04, 0.02, 0.00], [0.00, 0.10, 0.03], [0.22, 0.07, 0.14], [0.02, 0.05, 0.06], [0.01, 0.04, 0.10], [-0.04, 0.01, -0.02], [-0.14, 0.04, -0.03], [-0.04, 0.01, -0.04], [-0.12, -0.14, 0.02], [0.10, -0.01, 0.00], [-0.01, 0.00, 0.00], [0.02, -0.01, 0.00], [-0.02, 0.01, 0.02], [0.01, 0.00, 0.00], [-0.09, -0.03, -0.03], [-0.03, -0.03, -0.03], [-0.04, 0.01, 0.04], [-0.04, 0.04, 0.00], [0.02, 0.02, 0.04], [0.02, 0.04, 0.01], [0.04, -0.02, -0.02]],
  "nbo_charge": [-0.36, -0.20, -0.11, -0.53, 1.00, -0.59, -0.53, -0.06, -0.42, -0.22, -0.61, -0.60, 0.20, 0.19, 0.20, 0.18, 0.21, 0.18, 0.20, 0.21, 0.21, 0.20, 0.20, 0.21, 0.21, 0.21, 0.21, 0.20, -0.26, -0.49, 0.98, -0.65, -0.49, -0.26, 0.20, 0.19, 0.19, 0.19, 0.19, 0.20]
}

---

[2]
{
  "formula": "C4H9NOP",
  "method": "ωB97M-V/def2-TZVPD",
  "homo_lumo_gap_ev": 9.1,
  "total_charge": 1,
  "relative_energy_ev": 4.2540,
  "homo_ev": -14.27,
  "species": ["C", "C", "C", "C", "N", "O", "P", "H", "H", "H", "H", "H", "H", "H", "H", "H"],
  "coordinates": [[2.0997, 0.0122, -0.4352], [-0.5220, 0.3429, 0.2246], [-0.6889, 1.7346, 0.6974], [-1.5035, -1.3955, -0.9892], [-1.3396, -0.1552, -0.5104], [1.5100, -0.3841, -1.4086], [1.1609, -0.2920, 1.1437], [3.0536, 0.4682, -0.4452], [-0.4006, 2.2527, -0.1757], [-1.7163, 1.9672, 0.7856], [-0.2816, 1.9967, 1.5489], [-2.5171, -1.5260, -1.3462], [-1.0138, -2.1963, -0.3384], [-1.0902, -1.6182, -2.0444], [2.0108, 0.3585, 2.0569], [1.2386, -1.5656, 1.2362]],
  "atomic_forces_ev_per_a": [[-1.72, -1.43, -1.02], [-1.05, 1.86, 2.55], [-1.88, -1.21, -3.93], [0.72, -4.72, -2.89], [1.14, 1.24, 0.15], [0.86, 0.41, 0.37], [-0.03, 3.01, -1.67], [1.34, 0.68, -0.04], [0.83, 1.55, -0.60], [-1.31, -0.05, 0.05], [2.73, 1.26, 4.05], [-0.69, -0.56, 1.10], [-1.25, 0.70, -0.74], [0.37, 1.05, 1.46], [-0.61, -0.15, 0.51], [0.53, -3.63, 0.63]],
  "nbo_charge": [0.20, 0.26, -0.69, -0.48, -0.29, -0.43, 0.62, 0.18, 0.26, 0.27, 0.22, 0.26, 0.20, 0.27, 0.10, 0.04]
}

---

[3]
{
  "formula": "C20H18BrCrN3O6",
  "method": "ωB97M-V/def2-TZVPD",
  "homo_lumo_gap_ev": [7.8, 8.3],
  "total_charge": 1,
  "relative_energy_ev": 0.0858,
  "homo_ev": [-12.00, -12.10],
  "spin_multiplicity": 2,
  "species": ["Cr", "C", "C", "N", "C", "C", "N", "C", "O", "O", "C", "O", "O", "H", "H", "H", "H", "H", "C", "C", "C", "C", "C", "Br", "N", "C", "H", "H", "H", "H", "H", "H", "C", "C", "O", "C", "C", "C", "C", "C", "C", "O", "H", "H", "H", "H", "H", "H", "H"],
  "coordinates": [[-0.2016, -0.2052, -0.0085], [-0.6225, 3.6045, 0.3106], [-1.2031, 2.5782, 1.2186], [-1.1734, 1.2689, 1.0651], [-1.7943, 0.7019, 2.1579], [-2.2177, 1.6844, 2.9853], [-1.8532, 2.8517, 2.3677], [-2.9176, 1.7304, 4.2964], [-3.1290, 0.5794, 4.9013], [-3.2031, 2.8040, 4.7579], [-1.7910, -0.7801, 2.2258], [-2.2909, -1.3946, 3.1397], [-1.2052, -1.3181, 1.1736], [0.0240, 3.1287, -0.4234], [-0.0356, 4.3282, 0.8755], [-1.4081, 4.1460, -0.2189], [-2.0569, 3.7611, 2.7578], [-2.7708, -0.1898, 4.3884], [-2.3232, -4.4421, -2.5605], [-2.1834, -2.9418, -2.6007], [-2.6637, -2.1656, -3.6468], [-2.5197, -0.7869, -3.6321], [-1.8808, -0.2152, -2.5558], [-1.6529, 1.6544, -2.4891], [-1.4071, -0.9342, -1.5391], [-1.5657, -2.2681, -1.5673], [-2.8833, -4.8047, -3.4206], [-2.8443, -4.7622, -1.6562], [-1.3451, -4.9265, -2.5654], [-3.1644, -2.6413, -4.4828], [-2.8943, -0.1643, -4.4324], [-1.2022, -2.8045, -0.6989], [3.1550, 0.1464, 2.6524], [2.4380, 0.1121, 1.3414], [1.1953, 0.0636, 1.3818], [3.1632, 0.1431, 0.0895], [4.5658, 0.2323, 0.0852], [5.2689, 0.2840, -1.0910], [4.5682, 0.2463, -2.3003], [3.1920, 0.1509, -2.3227], [2.4778, 0.0920, -1.1314], [1.1378, -0.0227, -1.2106], [2.4305, 0.1193, 3.4590], [3.7635, 1.0489, 2.7326], [3.8241, -0.7126, 2.7355], [5.1006, 0.2643, 1.0265], [6.3485, 0.3515, -1.0820], [5.1126, 0.2886, -3.2366], [2.6382, 0.1154, -3.2528]],
  "atomic_forces_ev_per_a": [[-0.22, -0.31, -0.07], [-0.02, -0.03, 0.06], [-0.15, 0.04, 0.07], [0.24, -0.17, -0.32], [0.33, -0.34, -0.34], [-0.19, 0.14, 0.00], [0.05, 0.16, 0.04], [0.24, 0.15, 0.20], [0.09, -0.15, -0.11], [-0.11, -0.07, -0.04], [0.12, 0.02, -0.19], [0.03, 0.04, 0.16], [0.30, 0.32, -0.09], [-0.01, -0.01, 0.03], [-0.01, 0.00, 0.02], [0.00, -0.03, 0.01], [-0.02, 0.03, 0.05], [-0.29, 0.07, 0.01], [0.00, 0.10, -0.01], [-0.08, -0.24, -0.09], [-0.09, 0.00, -0.16], [-0.09, -0.05, -0.15], [0.10, -0.08, 0.14], [0.00, -0.07, -0.01], [-0.16, 0.23, -0.06], [0.05, 0.15, 0.21], [0.01, 0.02, 0.02], [0.02, 0.04, -0.04], [-0.03, 0.04, -0.01], [0.02, 0.04, 0.03], [0.01, -0.06, 0.02], [0.02, 0.03, 0.00], [0.10, -0.01, 0.01], [-0.15, 0.03, 0.12], [0.08, 0.07, 0.28], [0.08, -0.02, 0.17], [0.04, 0.02, 0.13], [0.01, -0.01, -0.15], [0.08, 0.01, -0.04], [0.02, 0.01, -0.18], [-0.40, 0.04, -0.13], [0.09, -0.14, 0.37], [-0.03, 0.00, 0.02], [-0.01, -0.03, 0.01], [-0.01, 0.04, 0.01], [-0.04, -0.01, -0.07], [-0.05, 0.00, -0.02], [-0.04, 0.00, 0.05], [0.06, 0.00, 0.03]],
  "lowdin_spin": [0.96, 0.00, 0.00, 0.00, 0.00, 0.00, 0.00, 0.00, 0.00, 0.00, 0.00, 0.00, 0.02, 0.00, 0.00, 0.00, 0.00, 0.00, 0.00, 0.00, 0.00, 0.00, 0.00, 0.00, -0.01, 0.00, 0.00, 0.00, 0.00, 0.00, 0.00, 0.00, 0.00, 0.00, 0.01, 0.00, 0.00, 0.00, 0.00, 0.00, 0.01, 0.02, 0.00, 0.00, 0.00, 0.00, 0.00, 0.00, 0.00]
}

---

[4]
{
  "formula": "C6H14O",
  "method": "ωB97M-V/def2-TZVPD",
  "homo_lumo_gap_ev": 8.3,
  "relative_energy_ev": 4.2850,
  "homo_ev": -7.49,
  "species": ["C", "O", "C", "C", "C", "C", "C", "H", "H", "H", "H", "H", "H", "H", "H", "H", "H", "H", "H", "H", "H"],
  "coordinates": [[-1.8766, 1.8925, 0.8737], [-1.4859, 0.6665, 1.4743], [-1.5654, -0.3883, 0.6527], [0.5077, -0.5071, -0.3295], [0.7220, -1.9721, -0.6745], [0.7683, 0.3809, -1.5426], [1.3359, -0.0542, 0.8613], [-2.7622, 1.7539, 0.2478], [-1.0555, 2.2742, 0.2561], [-2.0838, 2.6069, 1.6731], [-0.8265, -0.3433, -0.3414], [-1.2864, -1.2758, 1.2374], [0.5767, -2.6300, 0.1890], [1.7483, -2.1308, -1.0365], [0.0456, -2.2994, -1.4716], [0.6426, 1.4429, -1.3049], [0.1023, 0.1348, -2.3764], [1.8002, 0.2445, -1.8938], [1.0047, 0.9180, 1.2425], [2.3932, 0.0521, 0.5709], [1.2949, -0.7661, 1.6926]],
  "atomic_forces_ev_per_a": [[-0.01, 0.32, -0.10], [0.05, -0.11, 0.02], [-0.26, -0.17, 0.15], [0.35, -0.08, -0.05], [-0.10, -0.05, 0.02], [-0.07, 0.11, -0.08], [-0.14, 0.00, 0.05], [0.09, -0.06, 0.08], [-0.11, 0.00, 0.05], [0.04, -0.12, -0.07], [0.57, -0.01, 0.03], [0.07, 0.11, -0.08], [-0.03, 0.14, -0.09], [-0.13, 0.07, 0.06], [0.04, 0.04, 0.09], [-0.01, -0.15, -0.02], [0.05, 0.03, 0.09], [-0.10, -0.01, 0.07], [0.00, -0.10, -0.05], [-0.22, -0.03, -0.03], [-0.07, 0.08, -0.14]],
  "nbo_charge": [-0.25, -0.51, -0.09, -0.09, -0.63, -0.63, -0.63, 0.19, 0.17, 0.19, 0.22, 0.14, 0.21, 0.21, 0.22, 0.21, 0.21, 0.21, 0.22, 0.21, 0.21]
}

---

no.,total energy (eV)
1,-25084.495
2,-17108.935
3,-136248.887
4,-8492.607